Formula: C32H56Ag2FNO12
Source: the Open Molecules 2025 dataset
Level of theory: ωB97M-V/def2-TZVPD

```
! RIJCOSX wB97M-V def2-TZVPD def2/J DEFGRID3
* xyz 2 3
Ag 29.44 -6.53 16.03
Ag 27.73 -0.39 16.38
F 28.93 -3.17 18.57
C 24.38 -6.02 12.46
C 24.77 -4.51 12.52
C 23.53 -3.71 12.47
O 25.63 -4.13 13.59
H 25.14 -6.69 12.06
H 23.59 -6.00 11.71
H 24.03 -6.45 13.40
H 25.10 -4.35 11.49
H 22.80 -4.12 13.17
H 23.00 -3.80 11.52
H 23.83 -2.67 12.60
C 24.07 -5.81 -0.31
C 22.97 -4.79 0.01
C 21.54 -5.29 -0.27
C 20.89 -6.12 0.87
C 21.08 -5.48 2.26
C 22.47 -5.09 2.57
N 23.06 -4.29 1.43
O 24.27 -3.63 1.83
C 22.31 -4.11 3.81
C 23.26 -6.40 2.85
C 23.14 -3.52 -0.93
H 25.02 -5.58 0.17
H 24.26 -5.83 -1.38
H 23.81 -6.86 -0.13
H 20.84 -4.53 -0.62
H 21.54 -5.98 -1.12
H 21.36 -7.08 0.65
H 19.81 -6.31 0.90
H 20.59 -6.16 2.95
H 20.54 -4.55 2.11
H 21.95 -4.79 4.58
H 23.31 -3.73 4.04
H 21.64 -3.27 3.66
H 23.29 -7.08 2.00
H 24.28 -6.16 3.15
H 22.54 -6.98 3.44
H 24.05 -2.92 -0.88
H 22.41 -2.76 -0.69
H 23.18 -3.96 -1.92
H 24.87 -4.33 2.10
O 26.00 3.83 12.96
C 25.59 4.76 12.27
O 25.52 5.96 12.84
C 25.36 6.92 11.77
C 25.27 6.32 10.43
C 25.33 4.85 10.76
H 26.24 7.55 11.74
H 24.54 7.65 11.76
H 26.00 6.85 9.82
H 24.35 6.63 9.93
H 26.29 4.53 10.35
H 24.51 4.18 10.47
O 15.18 0.27 11.62
C 16.28 0.91 11.49
O 17.21 0.84 12.39
C 18.29 1.74 12.18
C 18.25 2.03 10.67
C 16.80 1.74 10.29
H 19.19 1.16 12.41
H 18.27 2.58 12.88
H 18.96 1.33 10.23
H 18.49 3.09 10.57
H 16.64 1.26 9.32
H 16.25 2.68 10.15
O 25.68 -9.74 18.27
C 24.78 -10.26 18.98
O 23.84 -9.56 19.66
C 23.12 -10.41 20.60
C 23.64 -11.83 20.39
C 24.42 -11.76 19.02
H 22.06 -10.30 20.39
H 23.21 -10.02 21.61
H 22.77 -12.43 20.13
H 24.35 -12.22 21.13
H 23.73 -12.08 18.24
H 25.38 -12.27 18.96
O 23.01 -1.21 18.27
C 22.31 -1.89 19.00
O 22.68 -2.41 20.22
C 21.60 -3.19 20.87
C 20.70 -3.45 19.73
C 20.87 -2.26 18.76
H 21.21 -2.60 21.70
H 22.05 -4.07 21.33
H 19.69 -3.42 20.14
H 20.96 -4.36 19.19
H 20.39 -1.33 19.08
H 20.57 -2.57 17.76
O 30.37 -9.98 11.82
C 30.61 -10.21 10.61
O 29.68 -10.54 9.63
C 30.35 -10.96 8.48
C 31.79 -10.39 8.50
C 32.02 -10.54 10.05
H 29.83 -10.63 7.58
H 30.38 -12.05 8.37
H 32.01 -9.37 8.19
H 32.25 -11.16 7.87
H 32.89 -9.98 10.41
H 32.36 -11.56 10.22
*
```

Summary:
HOMO level (alpha / beta): -11.06 / -11.06 eV
lowest unoccupied orbital energy (alpha / beta): -6.6 / -8.2 eV
energy above the lowest of the compared OMol25 structures with the same formula, charge and spin: 236.41 kcal per mole
frontier orbital gap (alpha / beta): 4.49 / 2.84 eV
max |F|: 0.099 hartree/bohr

Löwdin atomic charge list, values in e, 6 entries: number 1, Ag, carries 0.94; number 2, Ag, carries 0.89; number 3, F, carries -0.84; number 4, C, carries -0.05; number 5, C, carries -0.52; number 6, C, carries -0.10